# 1
Computed, not measured: 6 unconnected molecules or ions with the total composition C29H35F19IN2O10 in a non-equilibrium geometry, with the ωB97M-V functional and the def2-TZVPD basis.

Last column: Löwdin charge in e.
Geometry (Å):
I: -1.54461 3.04378 -1.24919  1.04
F: 5.15983 -3.35388 -1.47589  0.17
F: 8.96718 -2.73631 -3.49015  0.16
F: -2.69383 1.09403 2.93215  0.14
F: 3.77536 -2.24592 -2.72267  0.15
F: 11.09040 -2.96544 -3.83125  0.18
F: -9.35631 0.35011 2.26445  0.14
F: -7.54463 5.36585 4.86753  0.17
F: -0.05708 0.83343 0.66019  0.06
F: 5.35611 4.49096 -4.59274  0.19
F: -9.95999 -1.19565 0.87458  0.19
F: 3.31293 -4.27168 -2.12424  0.18
F: -6.93163 5.21659 2.79512  0.14
F: 3.39353 5.29847 -4.16072  0.17
F: -10.23173 -1.49227 3.00294  0.18
F: -8.95467 5.80999 3.28288  0.18
F: -0.67069 0.49042 3.33802  0.14
F: 4.74402 4.79574 -2.53978  0.17
F: 9.69361 -3.36510 -5.42132  0.17
F: -1.26321 -0.85201 1.34611  0.13
O: 4.90853 -5.13399 -4.11398  0.18
O: -7.64322 -2.45181 1.40560  0.18
O: -8.03657 2.81106 2.69057  0.16
O: 2.93481 2.88174 -2.68622  0.02
O: 10.29383 -5.08553 -2.45381  0.04
O: 3.95771 2.18989 -4.57512  0.18
O: -7.38914 -1.12809 3.21570  0.01
O: 5.75467 -3.04425 -4.26767  0.04
O: -9.14072 3.25314 4.60871  0.05
O: 9.27545 -5.79624 -4.33937  0.17
N: -0.95545 4.85837 1.79011  0.17
N: -1.40801 3.59726 1.72724  -0.04
C: -9.66297 1.90435 4.66505  -0.17
C: -9.43071 -0.97146 2.06732  -0.54
C: -1.26999 0.46520 1.11525  -0.34
C: -8.37085 3.53740 3.58116  -0.40
C: 10.23009 -6.41099 -1.88131  -0.19
C: 4.33135 4.43033 -3.75832  -0.55
C: 4.29703 -3.46129 -2.49500  -0.54
C: 2.27131 1.61013 -2.55090  -0.20
C: 9.89358 -3.48510 -4.11041  -0.55
C: 3.73604 3.00879 -3.73760  -0.40
C: -1.43818 1.18197 2.47726  -0.40
C: -0.04936 2.95574 3.54870  0.09
C: -4.37407 3.21141 2.27432  -0.05
C: -5.04406 -1.01078 2.57674  -0.06
C: 0.42474 4.25105 3.63168  0.06
C: -0.96653 2.64452 2.54783  -0.03
C: 11.36567 -7.27634 -2.37925  -0.06
C: -3.71591 2.75541 0.95765  -0.26
C: -0.06400 5.15998 2.69380  -0.04
C: 9.78578 -4.95291 -3.66394  -0.41
C: -6.07971 -1.67601 3.45681  -0.18
C: -2.42618 3.49597 0.65838  -0.66
C: -8.64717 0.94965 5.24993  -0.05
C: 5.01649 -4.00405 -3.74455  -0.41
C: 5.67913 -3.32383 -6.68633  -0.05
C: -8.03610 -1.61981 2.16491  -0.39
C: -7.94597 5.01784 3.64298  -0.55
C: 3.16462 0.58110 -1.89574  -0.06
C: 6.52974 -3.39516 -5.43770  -0.20
H: 5.22117 -2.33854 -6.77809  0.08
H: -5.07188 0.07124 2.71571  0.06
H: 12.32466 -6.79778 -2.18109  0.08
H: -4.04751 -1.37489 2.82525  0.08
H: -7.77009 0.86823 4.60786  0.06
H: 9.25937 -6.85397 -2.09770  0.13
H: 1.91959 1.26970 -3.52423  0.13
H: 1.40219 1.81761 -1.92906  0.07
H: 4.87829 -4.06232 -6.65926  0.08
H: -5.87870 -1.48290 4.50804  0.13
H: -6.09559 -2.75438 3.31069  0.13
H: -8.31970 1.29591 6.23053  0.09
H: 0.28263 6.17969 2.69211  0.14
H: -9.98195 1.59672 3.67108  0.10
H: 10.30002 -6.25629 -0.80749  0.13
H: 11.34517 -8.24209 -1.87656  0.08
H: 0.28907 2.20931 4.24081  0.14
H: -10.54388 1.97175 5.29772  0.13
H: -4.38079 3.05895 0.15746  0.12
H: -5.23709 -1.21998 1.52423  0.09
H: 1.13834 4.54560 4.38063  0.13
H: 11.28908 -7.44477 -3.45267  0.08
H: 3.53084 0.95188 -0.93708  0.09
H: -3.65496 1.67705 0.90030  0.08
H: 6.97766 -4.37969 -5.30866  0.12
H: 7.33177 -2.66766 -5.48553  0.11
H: 6.29263 -3.51130 -7.56611  0.09
H: -2.71158 4.52063 0.48565  0.08
H: -5.14520 3.94201 2.09286  0.07
H: -3.66215 3.60155 2.99590  0.08
H: 4.02779 0.35948 -2.51913  0.08
H: -2.05770 0.65474 0.39337  0.11
H: 2.61342 -0.34018 -1.72852  0.07
H: -4.81807 2.33954 2.73840  0.06
H: -9.08717 -0.04060 5.35608  0.09

Calculated values
LUMO level (eV): -5.54
Maximum force (eV/A): 1.11
E_tot (eV): -113822.64167
M (g/mol): 1059.47
Total charge: +1
HOMO (eV): -12.52

# 2
Computed, not measured: a molecular structure, C29H35F3MgN4O2P2 in a non-equilibrium geometry, with the ωB97M-V functional and the def2-TZVPD basis.

Last column: Löwdin charge in e.
Geometry (Å):
P: 1.73607 1.46832 -2.40553  1.08
P: 2.02754 2.21055 0.85746  1.05
Mg: -6.13055 -0.25333 1.37370  0.95
F: -7.93947 -2.78088 4.74292  0.14
F: -8.36371 -3.75111 2.81406  0.14
F: -6.45276 -4.09609 3.81541  0.14
O: -7.49656 -0.84063 2.75355  -0.04
O: -5.67189 -2.03693 2.26665  -0.04
N: 2.04058 2.71196 -3.67290  -0.26
N: 2.12433 0.10746 -3.45463  -0.28
N: 2.54660 3.27385 2.15400  -0.28
N: 2.75438 0.74579 1.54354  -0.26
C: -1.82322 -0.86345 0.10505  -0.18
C: -2.53438 -3.25819 -0.37553  -0.10
C: 3.73422 3.29750 2.89552  -0.13
C: 2.71488 -1.43242 2.18854  -0.08
C: 1.06548 3.64708 -4.04981  -0.16
C: -2.46682 -1.95924 -0.69085  -0.12
C: 3.39838 1.57282 -1.57535  -0.39
C: 1.86644 4.48214 2.39919  -0.16
C: 1.93827 -0.36563 1.76492  -0.15
C: 4.07063 0.33880 1.75695  -0.16
C: -6.46569 -1.06675 -0.42232  -0.22
C: -7.39224 -3.15620 3.55929  -0.48
C: 2.61283 5.23943 3.28479  -0.10
C: 3.11992 -1.36454 -4.86731  -0.08
C: 3.40033 2.51600 -0.35384  -0.40
C: 1.88131 -1.93180 -4.41908  -0.10
C: 3.79740 4.49262 3.60145  -0.09
C: 4.07024 -0.97839 2.20149  -0.08
C: -2.33471 -4.26914 1.96507  -0.19
C: 2.96327 4.10541 -5.21451  -0.09
C: 3.26119 -0.13559 -4.23117  -0.14
C: -2.55053 -3.04864 2.79519  -0.11
C: -2.16141 -1.79199 2.54737  -0.10
C: 3.20992 3.03032 -4.36638  -0.16
C: -6.80970 -1.91229 2.81486  -0.52
C: 1.29130 -1.01759 -3.55682  -0.15
C: 1.60723 4.51202 -4.99467  -0.10
C: -1.24635 -1.26648 1.48453  -0.23
C: -1.67221 -4.02199 0.59341  -0.20
H: -0.68339 -3.57165 0.74267  0.10
H: 0.92098 4.66759 1.91230  0.09
H: -3.15529 -3.92095 -0.99912  0.11
H: 4.37766 2.46526 0.15013  0.07
H: -6.80353 -0.23590 -1.05950  -0.04
H: 4.89955 1.00375 1.56719  0.09
H: -0.38515 -1.92980 1.33852  0.09
H: -3.15286 -3.22698 3.69339  0.11
H: 3.67337 4.53913 -5.90532  0.09
H: -3.30347 -4.77262 1.81244  0.12
H: 1.10835 5.34687 -5.46616  0.09
H: 4.16462 1.91614 -2.28737  0.06
H: 4.93700 -1.54804 2.50091  0.09
H: 0.88966 -0.27604 1.56237  0.04
H: 3.24325 3.55829 -0.67545  0.08
H: 3.66546 0.54479 -1.27888  0.09
H: -5.47114 -1.44183 -0.70660  -0.05
H: -7.18908 -1.88916 -0.40938  -0.01
H: -0.99383 -0.42369 -0.48286  0.10
H: -1.71524 -4.98889 2.52201  0.11
H: 4.42308 2.47042 2.87439  0.08
H: 4.13542 2.50373 -4.18440  0.08
H: 4.07746 0.56447 -4.26222  0.08
H: -2.54328 -0.03608 0.24427  0.11
H: -0.87374 -0.32101 1.90953  0.09
H: 2.34901 -2.41869 2.44208  0.09
H: -2.97469 -1.60395 -1.60022  0.10
H: 4.59691 4.79841 4.25795  0.09
H: 0.36864 -1.04726 -2.99746  0.08
H: 3.81498 -1.79709 -5.57077  0.09
H: -2.54370 -0.99380 3.20245  0.10
H: -1.50761 -5.01987 0.15270  0.11
H: 0.08697 3.61300 -3.59638  0.09
H: 2.35610 6.21619 3.66381  0.09
H: 1.48701 -2.89750 -4.69523  0.09

Calculated values
LUMO level (eV): -1.11
Maximum force (eV/A): 2.90
E_tot (eV): -72869.85758
M (g/mol): 614.87
Energy above the lowest of the compared OMol25 structures with the same formula, charge and spin (kJ/mol): 0.0
HOMO (eV): -8.38

# 3
Computed, not measured: a molecular structure, C29H35F3N4O2P2Pd in a non-equilibrium geometry, with the ωB97M-V functional and the def2-TZVPD basis.

Last column: Mulliken spin population.
Geometry (Å):
Pd: 2.96632 -0.61798 -0.59589  1.40
P: 3.10455 -7.09954 -0.39817  0.00
P: 4.06689 -5.71859 2.77449  -0.01
F: -0.41609 2.31833 1.85691  0.00
F: 1.22744 3.74296 1.49818  0.00
F: -0.27227 3.33818 -0.07404  0.00
O: 2.67698 1.66690 0.30131  0.11
O: 0.78594 0.51146 -0.01030  0.13
N: 1.73498 -8.07499 -0.98780  -0.02
N: 4.30383 -8.11201 -1.28704  -0.03
N: 5.24771 -5.64989 4.10477  -0.04
N: 2.76236 -6.24439 3.86057  0.00
C: -0.39265 -8.38067 -1.70962  0.02
C: 0.47648 2.76844 0.92142  0.02
C: 1.16511 -7.31444 5.06446  0.00
C: 5.66382 -9.74386 -2.08976  0.05
C: 1.42354 1.54225 0.35908  -0.01
C: -2.46291 -1.32699 1.89357  0.00
C: 4.62358 -9.47295 -1.20418  0.29
C: 5.34762 -6.38030 5.30095  0.34
C: 6.65296 -6.28580 5.77503  0.12
C: -0.42866 -3.40017 -0.19093  -0.02
C: 0.14627 -9.65809 -1.34260  0.04
C: 6.00095 -8.51159 -2.73555  0.10
C: 0.71564 -3.46201 0.79246  -0.09
C: -1.15697 -0.89915 2.47577  0.00
C: 2.46226 -7.41522 4.56707  0.00
C: 3.24956 -7.97078 1.23618  0.00
C: 0.36098 -2.99826 2.21474  0.01
C: 1.67259 -0.43581 -2.02426  0.33
C: 1.45233 -9.44375 -0.90344  0.13
C: -0.00231 -1.57456 2.54962  0.00
C: -2.39298 -2.72791 1.26336  0.00
C: 6.49516 -5.04379 3.87371  0.36
C: 0.59041 -7.43009 -1.47993  0.13
C: 0.63114 -6.06134 4.62257  0.00
C: 5.16293 -7.53012 -2.22572  0.28
C: 7.37541 -5.43506 4.86706  0.15
C: 1.62646 -5.43745 3.89522  0.00
C: 4.39648 -7.42726 2.11105  0.01
C: -1.58823 -2.76008 -0.01326  0.01
H: -1.97044 -3.40692 2.01030  0.00
H: 0.73736 -0.99225 -1.86655  -0.02
H: 5.08723 -6.47101 -2.42138  0.00
H: -1.11483 0.15907 2.77777  0.00
H: 8.41772 -5.15878 4.93672  0.00
H: 1.30042 -3.11838 2.76663  0.00
H: -0.33221 -3.73315 2.63338  0.00
H: 4.49731 -6.88208 5.73452  0.05
H: 4.58277 -8.12668 2.94184  -0.01
H: 2.27972 -7.81487 1.73206  0.00
H: -1.37468 -8.17957 -2.11142  0.00
H: -3.42118 -3.06308 1.03473  0.00
H: 3.18958 -8.21089 4.68486  0.00
H: -0.17032 -3.83299 -1.17074  -0.01
H: 1.54511 0.66601 -2.07517  -0.02
H: 2.16836 -10.15795 -0.52135  -0.01
H: 1.60567 -2.89072 0.43311  0.09
H: -2.78156 -0.56650 1.15836  0.00
H: -0.35298 -5.64896 4.79893  0.00
H: 6.61605 -4.39024 3.02214  0.01
H: -0.34276 -10.61914 -1.41574  0.00
H: 0.65025 -8.05085 5.66801  0.00
H: 7.03811 -6.76802 6.66056  0.00
H: 6.12926 -10.70692 -2.23617  0.00
H: 1.67216 -4.49327 3.39245  0.00
H: 5.31918 -7.33788 1.51774  0.00
H: 1.06677 -4.52047 0.84323  0.00
H: 6.76675 -8.35767 -3.47770  0.00
H: 0.87908 -1.01499 2.90388  0.00
H: -3.24779 -1.34300 2.66309  0.00
H: 4.11142 -10.13782 -0.51877  0.02
H: -2.17043 -2.39541 -0.86987  0.00
H: 0.60495 -6.35519 -1.59650  0.00
H: 3.37402 -9.05618 1.09116  0.00
H: 2.24260 -0.77303 -2.90384  0.08

Calculated values
LUMO level (spin up / spin down) (eV): -5.82 / -9.83
Maximum force (eV/A): 3.24
⟨S²⟩: 6.032
2S+1: 5
E_tot (eV): -70881.37119
M (g/mol): 696.99
Total charge: +2
HOMO (spin up / spin down) (eV): -12.02 / -12.42